[1]
Below is 5 unconnected molecules or ions with the total composition C35H79BBrINO7PS, with properties calculated with wB97M-V/def2-TZVPD.

```
127
Properties=species:S:1:pos:R:3
C -2.69653 -0.81570 -0.93212
C -3.33547 -1.29234 -2.25181
C -2.38683 -1.38441 -3.46234
C -2.55381 -0.27132 -4.51638
O -1.47654 0.63712 -4.64639
C -1.27065 1.68598 -3.68808
B -0.14752 1.23441 -2.62447
N 0.76483 0.21176 -2.95798
O -0.15660 1.87537 -1.40149
C -2.54685 2.14007 -2.98056
C -3.60637 2.76885 -3.87807
C -5.03718 2.64596 -3.36582
C -6.03244 2.46166 -4.51032
C -7.45660 2.56501 -4.01845
Br -8.72992 2.15893 -5.43864
O -3.30881 4.17725 -4.01169
S -2.49626 4.66879 -5.31260
O -3.35452 4.53565 -6.45999
O -1.50036 3.36326 -5.51041
C -0.62590 2.82441 -4.52118
O 0.41368 2.23555 -5.26878
P 0.48177 4.04664 -3.55600
O 0.68583 5.01030 -4.88202
I -0.82523 5.52030 -2.07767
H -1.68165 -0.43787 -1.07096
H -2.64664 -1.62759 -0.20531
H -3.27867 -0.01478 -0.47209
H -4.18482 -0.65153 -2.50837
H -3.76936 -2.27818 -2.07592
H -2.56254 -2.33283 -3.97350
H -1.34613 -1.41314 -3.13163
H -3.50549 0.24020 -4.34416
H -2.63090 -0.71576 -5.50911
H 0.84848 0.00539 -3.94384
H 1.66203 0.19466 -2.49390
H 0.65945 1.75040 -0.90594
H -2.98480 1.28290 -2.47476
H -2.28369 2.83985 -2.18660
H -3.55316 2.31982 -4.87286
H -5.10213 1.79336 -2.68307
H -5.28417 3.54525 -2.79575
H -5.85964 1.48956 -4.97959
H -5.84225 3.21725 -5.27678
H -7.69619 3.57414 -3.69446
H -7.67324 1.85473 -3.22442
H 0.62979 2.84248 -5.99039
H 1.15860 5.81579 -4.63679
C -3.31327 -5.43978 5.15811
C -3.66001 -6.13147 3.84391
C -2.69399 -5.79639 2.70729
C -2.65613 -4.31527 2.31828
C -4.01622 -3.74108 1.92235
C -4.63124 -4.41526 0.69963
H -3.34298 -4.35298 5.06430
H -4.01095 -5.71999 5.94814
H -2.30941 -5.72315 5.48169
H -4.68301 -5.87852 3.55289
H -3.65045 -7.21346 3.99883
H -2.95520 -6.39818 1.83297
H -1.68609 -6.11067 2.99766
H -1.95299 -4.18676 1.48864
H -2.25104 -3.72851 3.14756
H -3.91086 -2.67226 1.71654
H -4.70412 -3.81553 2.76860
H -3.97616 -4.31380 -0.16942
H -5.59341 -3.96796 0.44638
H -4.80063 -5.47990 0.86610
C 3.51534 9.46726 2.73778
C 3.66836 7.95280 2.83259
C 3.61700 7.24735 1.47820
C 2.30459 7.42284 0.71160
C 1.05580 6.96216 1.46075
C 1.06416 5.47537 1.79917
H 2.55378 9.74968 2.30646
H 3.58029 9.93130 3.72265
H 4.30075 9.89852 2.11311
H 2.89646 7.54846 3.49341
H 4.62425 7.71910 3.30863
H 3.81465 6.18204 1.62591
H 4.43567 7.61996 0.85402
H 2.37377 6.86636 -0.22920
H 2.18304 8.47243 0.43016
H 0.18310 7.17855 0.83852
H 0.92654 7.54624 2.37628
H 1.14751 4.87588 0.88919
H 0.14307 5.18384 2.30583
H 1.89541 5.21276 2.45580
C 3.79401 -5.65008 3.69224
C 3.49717 -5.18706 5.11447
C 2.10018 -5.57168 5.59733
C 0.94939 -4.96962 4.78922
C 0.93419 -3.44382 4.71926
C 0.78482 -2.77340 6.08103
H 3.10818 -5.20307 2.97085
H 4.80687 -5.37802 3.39368
H 3.70213 -6.73541 3.61068
H 3.63341 -4.10412 5.18453
H 4.23204 -5.62736 5.79334
H 1.99515 -5.28681 6.64775
H 2.00734 -6.66218 5.57254
H 0.00619 -5.31147 5.22705
H 0.96787 -5.36906 3.77101
H 0.10359 -3.13674 4.07755
H 1.84327 -3.08222 4.22993
H -0.13819 -3.09254 6.57056
H 0.75292 -1.68749 5.98355
H 1.61582 -3.01744 6.74467
C 5.34209 0.71844 -1.55923
C 4.75433 -0.48973 -2.28123
C 4.04077 -1.47122 -1.35149
C 4.92897 -2.10997 -0.28336
C 6.13754 -2.86734 -0.83203
C 5.76465 -4.04407 -1.72791
H 6.09316 0.42323 -0.82534
H 5.82102 1.40197 -2.26101
H 4.56361 1.27500 -1.03109
H 5.54340 -1.00573 -2.83417
H 4.04205 -0.14213 -3.03621
H 3.57401 -2.25477 -1.95442
H 3.21629 -0.94980 -0.85097
H 4.31812 -2.79589 0.31162
H 5.27716 -1.34044 0.41103
H 6.72823 -3.23334 0.01106
H 6.79048 -2.18228 -1.38005
H 5.14344 -4.76154 -1.18726
H 6.65444 -4.56922 -2.07679
H 5.20988 -3.72120 -2.61029
```

Summary:
Net charge: 0
Strongest force on any atom in eV Å⁻¹: 0.64
Kohn-Sham gap in eV: 9.011
2S+1: 1
E_HOMO in Ha: -0.3277
LUMO in eV: 0.09

[2]
Below is 2 unconnected molecules or ions with the total composition C2 at a distorted geometry, with properties calculated with wB97M-V/def2-TZVPD.

```
2
Properties=species:S:1:pos:R:3
C 0.91309 -0.35521 0.69741
C -0.91309 0.35521 -0.69741
```

Summary:
Net charge: -1
Strongest force on any atom in eV Å⁻¹: 5.95
Kohn-Sham gap (alpha / beta) in eV: 5.949 / 6.127
2S+1: 2
E_HOMO (alpha / beta) in Ha: -0.0535 / -0.0418
LUMO (alpha / beta) in eV: 4.49 / 4.99

[3]
Below is a single C3H5NO2 molecule, with properties calculated with wB97M-V/def2-TZVPD.

```
11
Properties=species:S:1:pos:R:3
N -0.33628 -1.56938 -0.12922
C -0.37914 -0.38821 0.52696
O -1.15008 -0.29667 1.52295
C 0.44187 0.74683 0.10616
C 0.71377 0.99754 -1.17284
O -1.28450 1.00645 2.04068
H 0.49872 -1.80102 -0.64404
H -0.86625 -2.33598 0.26154
H 0.74287 1.39163 0.92506
H 1.32244 1.85033 -1.45761
H 0.29658 0.39848 -1.97963
```

Summary:
Net charge: 0
Strongest force on any atom in eV Å⁻¹: 0.64
Kohn-Sham gap (alpha / beta) in eV: 8.210 / 8.208
2S+1: 1
E_HOMO (alpha / beta) in Ha: -0.3003 / -0.3002
LUMO (alpha / beta) in eV: 0.04 / 0.04

[4]
Below is 2 unconnected molecules or ions with the total composition C3H10NO2 at a distorted geometry, with properties calculated with wB97M-V/def2-TZVPD.

```
16
Properties=species:S:1:pos:R:3
C -0.85458 0.56719 0.83831
C -0.21502 -0.35038 1.91454
C 1.28513 -0.29814 1.84983
O 1.91515 0.15230 0.92110
N -0.27300 0.60711 -0.50868
H -0.95260 1.51293 1.35075
H -1.94198 0.47958 0.74269
H -0.45942 -1.42926 1.64455
H -0.71791 -0.16830 2.89232
H 1.76983 -0.85361 2.68300
H 0.20636 -0.25872 -0.74936
H 0.54895 1.27742 -0.53766
H -0.90149 0.87381 -1.25572
H -1.74147 -1.35490 -3.76772
H -0.38148 -0.81072 -4.15338
O -1.16708 -0.59090 -3.63980
```

Summary:
Net charge: +1
Strongest force on any atom in eV Å⁻¹: 2.93
Kohn-Sham gap in eV: 11.149
2S+1: 1
E_HOMO in Ha: -0.5346
LUMO in eV: -3.40

[5]
Below is a molecular structure, C9H13BiO4P at a distorted geometry, with properties calculated with wB97M-V/def2-TZVPD.

```
28
Properties=species:S:1:pos:R:3
Bi 0.84838 -0.14581 0.10465
O -0.44690 -3.51669 -0.56422
C -0.12417 -2.45838 -0.30220
C 1.20476 2.27169 -0.16033
O 1.65572 3.29700 -0.41118
C -0.85563 0.29768 -1.94723
O -1.57275 0.50485 -2.80481
C 2.63617 -0.77654 1.12103
O 3.51873 -1.07031 1.83281
C 2.66293 -1.42644 -3.48261
H 3.15423 -2.18207 -2.87082
H 1.78246 -1.74863 -4.05308
C 3.08059 -0.14415 -3.49613
H 2.56939 0.61749 -4.09126
H 3.94528 0.17577 -2.91645
C -0.80803 0.33442 3.14324
P -1.36919 0.37010 1.40290
C -2.62711 -0.91306 1.22383
C -2.03818 2.00843 1.09293
H -0.38399 -0.64638 3.38139
H -1.63286 0.53480 3.85270
H -0.02962 1.08711 3.30044
H -3.51867 -0.68492 1.82511
H -2.91063 -1.05125 0.17439
H -2.23913 -1.88127 1.56838
H -2.91219 2.23015 1.72932
H -1.27808 2.77689 1.31161
H -2.31149 2.13952 0.03561
```

Summary:
Net charge: +3
Strongest force on any atom in eV Å⁻¹: 12.75
Kohn-Sham gap in eV: 4.621
2S+1: 1
E_HOMO in Ha: -0.6896
LUMO in eV: -14.14

[6]
Below is a molecular structure, Cl2H2O2P2 at a distorted geometry, with properties calculated with wB97M-V/def2-TZVPD.

```
8
Properties=species:S:1:pos:R:3
O -1.08683 -0.24720 0.12926
O 1.39062 0.14382 0.70194
P -0.65235 -1.56553 -0.80598
P 0.17497 0.82278 0.45151
Cl 0.19763 2.13025 -1.07275
Cl -0.57934 1.77154 1.97158
H 0.11561 -2.18551 0.11461
H 0.43969 -0.87015 -1.49018
```

Summary:
Net charge: 0
Strongest force on any atom in eV Å⁻¹: 4.35
Kohn-Sham gap in eV: 10.330
2S+1: 1
E_HOMO in Ha: -0.3707
LUMO in eV: 0.24

Question: The lowest net charge belongs to which entry?
Answer: C2